Entry 1:
Computed, not measured: 3 unconnected molecules or ions with the total composition C39H82N2O15P2S2, with ωB97M-V with the def2-TZVPD basis set.

Geometry as XYZ:
```
142
C39H82N2O15P2S2 ωB97M-V with the def2-TZVPD basis set
C -0.451 -0.045 -4.515
C 1.028 -0.489 -4.571
C 1.886 0.540 -3.826
C 3.264 -0.036 -3.495
N 3.907 0.549 -2.284
C 4.498 1.879 -2.555
C 3.478 3.017 -2.454
C 2.860 3.143 -1.047
C 1.379 2.693 -0.991
C 0.447 3.645 -0.225
C -0.897 3.445 -0.980
O -1.285 4.024 -1.943
O -1.601 2.463 -0.328
C -1.508 2.794 1.061
N -1.938 1.735 1.925
C -2.482 4.029 1.227
O -3.546 4.053 0.327
C -4.526 3.061 0.551
C -5.778 3.355 -0.255
O -6.146 2.163 -0.929
C -7.514 2.156 -1.278
C -7.864 0.856 -1.974
O -8.191 -0.135 -1.015
C -9.218 -1.013 -1.418
C -8.988 -1.662 -2.796
C -0.035 3.269 1.191
O 0.840 2.644 2.087
C 1.053 1.251 1.852
C 2.547 0.919 1.850
O 2.917 -0.022 2.841
C 2.381 -1.310 2.590
C 3.270 -2.402 3.141
C 4.915 -0.377 -1.943
S 6.479 -0.284 -2.368
S 4.382 -1.775 -0.953
C 4.733 -3.204 -2.024
C 3.491 -3.854 -2.664
C 3.408 -3.647 -4.198
H -0.894 -0.437 -3.601
H -1.015 -0.356 -5.390
H -0.475 1.041 -4.424
H 1.370 -0.627 -5.597
H 1.110 -1.453 -4.067
H 1.367 0.859 -2.929
H 2.045 1.374 -4.512
H 3.961 -0.028 -4.341
H 3.107 -1.087 -3.248
H 5.209 2.069 -1.754
H 4.988 1.917 -3.530
H 2.734 2.996 -3.247
H 4.061 3.925 -2.632
H 2.882 4.197 -0.775
H 3.458 2.569 -0.340
H 1.339 1.667 -0.639
H 1.028 2.671 -2.022
H 0.628 4.708 -0.350
H -2.557 1.081 1.473
H -2.297 2.071 2.802
H -2.810 4.117 2.271
H -1.917 4.944 1.029
H -4.147 2.112 0.156
H -4.734 2.879 1.611
H -6.589 3.713 0.385
H -5.551 4.117 -1.007
H -7.735 2.972 -1.976
H -8.121 2.217 -0.369
H -8.700 1.064 -2.647
H -6.996 0.526 -2.550
H -9.283 -1.810 -0.677
H -10.196 -0.515 -1.428
H -9.474 -2.632 -2.820
H -9.368 -0.997 -3.569
H -7.910 -1.741 -2.933
H -0.169 4.246 1.672
H 0.524 0.871 0.980
H 0.614 0.713 2.695
H 3.075 1.851 2.054
H 2.894 0.522 0.886
H 1.385 -1.364 3.048
H 2.209 -1.451 1.515
H 3.622 -2.174 4.145
H 4.114 -2.552 2.470
H 2.680 -3.318 3.183
H 5.386 -2.862 -2.827
H 5.317 -3.939 -1.475
H 3.605 -4.930 -2.528
H 2.574 -3.530 -2.178
H 2.394 -3.358 -4.474
H 4.029 -2.804 -4.499
H 3.675 -4.549 -4.739
O 4.922 3.495 3.409
P 6.293 3.478 3.957
O 7.190 4.425 2.983
C 6.698 5.729 2.661
C 6.762 6.692 3.835
O 6.825 1.991 3.543
C 5.894 0.961 3.190
C 5.742 0.855 1.687
O 7.167 3.520 5.289
C 8.602 3.398 5.243
C 9.305 4.735 5.325
H 5.674 5.656 2.289
H 7.314 6.098 1.842
H 6.325 6.256 4.736
H 6.228 7.613 3.598
H 7.792 6.956 4.071
H 4.928 1.133 3.661
H 6.278 0.023 3.594
H 5.684 1.839 1.220
H 4.846 0.292 1.425
H 6.605 0.352 1.246
H 8.921 2.841 4.365
H 8.864 2.804 6.118
H 9.286 5.258 4.372
H 10.353 4.587 5.589
H 8.841 5.376 6.075
O -7.920 -6.426 0.061
P -6.488 -6.303 0.404
O -5.858 -5.198 -0.604
C -6.535 -3.945 -0.748
C -6.401 -3.058 0.479
O -5.861 -7.689 -0.201
C -6.704 -8.801 -0.507
C -7.053 -8.839 -1.983
O -5.440 -6.245 1.601
C -4.022 -6.190 1.348
C -3.467 -4.786 1.444
H -7.589 -4.116 -0.976
H -6.095 -3.446 -1.612
H -6.643 -3.602 1.395
H -7.062 -2.194 0.396
H -5.382 -2.686 0.583
H -7.605 -8.781 0.103
H -6.157 -9.705 -0.231
H -7.293 -7.845 -2.359
H -7.905 -9.495 -2.165
H -6.207 -9.202 -2.568
H -3.775 -6.645 0.391
H -3.571 -6.805 2.126
H -3.682 -4.206 0.550
H -2.381 -4.823 1.548
H -3.884 -4.257 2.301
```

Summary:
E_HOMO: -8.3 eV
frontier orbital gap: 8.204 eV

---

Entry 2:
Computed, not measured: a single C4H8O2 molecule, with ωB97M-V with the def2-TZVPD basis set.

Geometry as XYZ:
```
14
C4H8O2 ωB97M-V with the def2-TZVPD basis set
C 0.854 0.667 -0.790
O 1.428 -0.523 -0.262
C 0.475 -1.186 0.557
C -0.881 -0.740 0.022
C -0.601 0.731 -0.303
O -0.764 1.573 0.825
H 0.918 0.633 -1.884
H 1.411 1.548 -0.440
H 0.001 1.457 1.401
H 0.598 -0.888 1.612
H 0.657 -2.262 0.490
H -1.705 -0.852 0.732
H -1.118 -1.289 -0.896
H -1.275 1.131 -1.064
```

Summary:
E_HOMO: -9.8 eV
frontier orbital gap: 10.746 eV

---

Entry 3:
Computed, not measured: a molecular structure, C16H16BrN12O5ReS2, with ωB97M-V with the def2-TZVPD basis set.

Geometry as XYZ:
```
53
C16H16BrN12O5ReS2 ωB97M-V with the def2-TZVPD basis set
Re 0.379 0.807 -0.091
N 2.082 2.847 2.209
C 2.071 1.600 2.967
C 0.692 0.966 3.038
O 0.285 0.607 4.131
N -0.071 0.780 1.885
C -1.375 0.133 2.146
C -2.310 0.326 0.992
O -3.517 0.150 1.084
O -1.700 0.693 -0.110
H 1.450 3.521 2.618
H 3.006 3.256 2.206
H 2.745 0.887 2.487
H 2.381 1.713 3.999
H -1.233 -0.942 2.254
H -1.818 0.492 3.061
N 2.760 3.178 -0.802
C 3.210 1.927 -0.440
N 4.475 1.631 -0.318
N 4.479 0.316 0.094
N 3.274 -0.125 0.218
N 2.421 0.905 -0.134
C 1.457 3.555 -0.907
N 1.089 4.747 -1.312
N -0.276 4.709 -1.293
N -0.701 3.567 -0.896
N 0.401 2.786 -0.623
H 3.453 3.860 -1.052
S 0.084 0.502 -2.641
C -1.608 0.803 -2.714
N -2.223 1.902 -2.441
C -3.688 1.877 -2.469
C -4.079 0.419 -2.326
S -2.717 -0.473 -3.139
H -1.729 2.629 -1.925
H -4.032 2.296 -3.414
H -4.078 2.476 -1.650
H -5.028 0.183 -2.804
H -4.085 0.121 -1.280
Br -1.750 -5.517 2.582
C -0.610 -5.151 1.107
C -0.098 -6.210 0.377
C 0.735 -5.935 -0.703
C 1.038 -4.623 -1.040
C 0.515 -3.574 -0.298
C -0.316 -3.836 0.788
C 0.865 -2.164 -0.706
O 1.561 -1.989 -1.681
O 0.362 -1.241 0.105
H -0.344 -7.230 0.649
H 1.147 -6.755 -1.280
H 1.683 -4.382 -1.878
H -0.714 -3.017 1.369
```

Summary:
E_HOMO (alpha / beta): -5.5 / -5.3 eV
spin multiplicity: 2
<S²>: 0.757
frontier orbital gap (alpha / beta): 6.420 / 6.656 eV
total charge: -1

---

Entry 4:
Computed, not measured: a molecular structure, C2H2O4Sn, with ωB97M-V with the def2-TZVPD basis set.

Geometry as XYZ:
```
9
C2H2O4Sn ωB97M-V with the def2-TZVPD basis set
C -1.157 0.525 0.147
O -1.534 -0.683 0.530
H -1.462 1.354 0.804
H -1.287 0.764 -0.925
O 1.934 0.569 -1.312
C 1.392 -0.104 -0.453
O 1.509 -1.373 -0.263
O 0.531 0.479 0.460
Sn 0.074 -1.531 1.011
```

Summary:
E_HOMO: -9.6 eV
frontier orbital gap: 9.299 eV

---

Entry 5:
Computed, not measured: a single CH5N3O2 molecule, with ωB97M-V with the def2-TZVPD basis set.

Geometry as XYZ:
```
11
CH5N3O2 ωB97M-V with the def2-TZVPD basis set
C -0.663 -0.369 -0.347
N 0.351 0.132 0.624
N 2.431 0.671 -0.091
N 1.581 -0.230 0.285
O 3.594 0.503 -0.441
O 1.807 -1.724 0.336
H -0.490 -1.477 -0.705
H -1.695 -0.465 -0.058
H -0.522 0.127 -1.331
H 0.007 -0.263 1.464
H 2.153 1.608 0.023
```

Summary:
E_HOMO (alpha / beta): -9.1 / -9.1 eV
frontier orbital gap (alpha / beta): 8.740 / 8.733 eV

---

Entry 6:
Computed, not measured: a single C5H11NO molecule, with ωB97M-V with the def2-TZVPD basis set.

Geometry as XYZ:
```
18
C5H11NO ωB97M-V with the def2-TZVPD basis set
C -1.281 2.822 0.437
C -1.717 1.388 0.238
C -0.697 0.265 0.581
C 0.327 0.004 -0.522
C 0.976 -1.353 -0.475
N 0.986 -2.015 0.755
O 1.668 -1.730 -1.402
H -0.181 2.811 0.424
H -1.779 3.443 -0.325
H -1.437 3.420 1.351
H -2.239 1.153 -0.671
H -2.381 1.263 1.124
H -1.322 -0.616 0.727
H -0.141 0.695 1.427
H 1.312 0.469 -0.319
H 0.076 0.283 -1.536
H 1.718 -2.708 0.726
H 0.974 -1.431 1.575
```

Summary:
E_HOMO: -9.6 eV
frontier orbital gap: 10.390 eV

---

Entry 7:
Computed, not measured: 2 unconnected molecules or ions with the total composition C2H7N, with ωB97M-V with the def2-TZVPD basis set.

Geometry as XYZ:
```
10
C2H7N ωB97M-V with the def2-TZVPD basis set
N -4.730 2.210 -2.146
H -4.963 1.323 -1.714
H -4.946 2.148 -3.138
H -5.292 2.984 -1.794
C 2.453 -1.394 1.668
C 3.600 -1.341 1.021
H 2.291 -1.662 2.703
H 1.511 -1.188 1.165
H 4.534 -1.491 1.549
H 3.616 -1.287 -0.059
```

Summary:
E_HOMO: -10.1 eV
frontier orbital gap: 11.370 eV

---

Entry 8:
Computed, not measured: 2 unconnected molecules or ions with the total composition C6H16NO, with ωB97M-V with the def2-TZVPD basis set.

Geometry as XYZ:
```
24
C6H16NO ωB97M-V with the def2-TZVPD basis set
C -0.549 -1.224 0.593
C -1.329 -0.486 -0.471
C -0.558 0.280 -1.555
C 0.375 1.394 -1.074
C -0.245 2.425 -0.135
C -1.550 2.669 -0.101
N 0.614 -1.943 -0.017
H -0.224 -0.510 1.349
H -1.156 -1.955 1.122
H -1.976 0.240 0.015
H -2.033 -1.126 -1.014
H -1.274 0.749 -2.228
H -0.082 -0.435 -2.236
H 1.256 1.035 -0.534
H 0.684 1.970 -1.953
H 0.427 2.955 0.525
H -1.984 3.116 0.785
H -2.207 2.392 -0.916
H 1.263 -2.221 0.706
H 1.083 -1.344 -0.701
H 0.313 -2.695 -0.634
H 3.278 -1.563 2.072
H 2.175 -1.652 3.058
O 2.372 -1.897 2.146
```

Summary:
E_HOMO: -12.5 eV
frontier orbital gap: 9.328 eV
total charge: +1

---

Entry 9:
Computed, not measured: 2 unconnected molecules or ions with the total composition C10H16O, with ωB97M-V with the def2-TZVPD basis set.

Geometry as XYZ:
```
27
C10H16O ωB97M-V with the def2-TZVPD basis set
C -1.092 2.578 -0.377
C -1.005 3.058 1.062
C -0.183 3.282 -1.362
H -0.959 1.490 -0.404
H -2.147 2.699 -0.640
H -0.713 4.112 1.204
H 0.257 2.506 -2.001
H -0.742 3.904 -2.069
H -0.210 2.604 1.662
H -1.977 3.041 1.559
H 0.586 3.921 -0.930
C 1.928 -1.785 2.436
C -0.474 -0.919 -0.983
C -0.934 -1.940 -0.118
C 0.872 -0.653 -1.045
C -0.130 -2.366 0.901
C 1.593 -0.883 0.158
C 1.090 -1.669 1.185
O -1.415 -0.542 -1.893
H -1.747 -2.610 -0.367
H -1.257 0.276 -2.357
H 1.349 -0.254 -1.929
H -0.362 -3.291 1.414
H 2.528 -0.358 0.321
H 1.814 -0.814 2.922
H 2.963 -2.000 2.159
H 1.723 -2.558 3.175
```

Summary:
E_HOMO: -8.3 eV
frontier orbital gap: 9.186 eV

---

Entry 10:
Computed, not measured: a molecular structure, C29H34FeN5P, with ωB97M-V with the def2-TZVPD basis set.

Geometry as XYZ:
```
70
C29H34FeN5P ωB97M-V with the def2-TZVPD basis set
Fe -0.340 0.016 0.138
N 0.652 2.725 -0.419
P 1.646 1.326 -0.238
C 3.317 1.998 -0.386
C 3.689 2.806 -1.464
C 4.961 3.336 -1.499
C 5.874 3.046 -0.492
C 5.515 2.213 0.558
C 4.240 1.692 0.615
C 1.392 0.489 -1.848
C 1.699 -0.882 -1.886
C 1.673 -1.573 -3.080
C 1.347 -0.907 -4.257
C 1.029 0.446 -4.226
C 1.032 1.142 -3.034
C -1.762 2.406 -0.407
C -2.665 3.436 -0.585
C -3.821 3.202 -1.309
C -3.998 1.918 -1.883
C -3.065 0.945 -1.660
N -1.948 1.136 -0.926
H 1.086 3.628 -0.225
H 2.987 3.017 -2.258
H 5.246 3.979 -2.319
H 6.865 3.466 -0.534
H 6.227 1.975 1.333
H 3.939 1.053 1.434
H 2.019 -1.375 -0.971
H 1.926 -2.623 -3.108
H 1.345 -1.442 -5.194
H 0.784 0.956 -5.146
H 0.758 2.186 -3.005
H -2.467 4.400 -0.138
H -4.561 3.971 -1.454
H -4.868 1.711 -2.486
H -3.181 -0.052 -2.071
N -0.563 2.502 0.329
C -0.592 2.970 1.658
C -0.348 4.301 2.001
C -0.310 4.660 3.334
C -0.488 3.705 4.324
C -0.739 2.381 3.983
C -0.788 2.012 2.656
H -0.173 5.041 1.233
H -0.120 5.687 3.605
H -0.427 3.986 5.363
H -0.866 1.643 4.760
H -0.949 0.966 2.357
C -2.941 -5.768 1.560
C -2.561 -5.085 0.249
N -1.383 -4.243 0.355
C -0.091 -4.889 0.175
C 0.602 -5.220 1.497
C -1.452 -2.928 0.614
C -2.794 -2.282 0.799
N -0.426 -2.140 0.713
H -3.885 -6.290 1.433
H -3.056 -5.047 2.366
H -2.191 -6.496 1.853
H -3.397 -4.485 -0.109
H -2.356 -5.851 -0.504
H 0.544 -4.238 -0.436
H -0.251 -5.808 -0.392
H 0.670 -4.344 2.140
H 1.608 -5.584 1.302
H 0.057 -5.993 2.033
H -3.376 -2.317 -0.119
H -2.638 -1.234 1.067
H -3.361 -2.769 1.588
H 0.471 -2.610 0.644
```

Summary:
E_HOMO (alpha / beta): -6.7 / -10.7 eV
spin multiplicity: 6
<S²>: 8.778
frontier orbital gap (alpha / beta): 4.320 / 7.447 eV
total charge: +1

---

Entry 11:
Computed, not measured: a single C17H16N2O3 molecule, with ωB97M-V with the def2-TZVPD basis set.

Geometry as XYZ:
```
38
C17H16N2O3 ωB97M-V with the def2-TZVPD basis set
O 0.025 -1.217 -1.866
C 0.643 -0.667 -0.971
C 1.867 -1.265 -0.388
C 2.290 -0.965 0.906
C 3.422 -1.568 1.421
C 4.142 -2.470 0.654
C 3.721 -2.782 -0.629
C 2.585 -2.190 -1.145
H 2.238 -2.420 -2.141
H 4.280 -3.488 -1.226
H 5.031 -2.931 1.058
H 3.746 -1.333 2.424
H 1.726 -0.269 1.511
C 0.253 0.674 -0.468
C 1.265 1.618 -0.416
C 0.986 2.960 -0.198
C -0.340 3.378 -0.061
C -1.350 2.457 -0.081
C -1.096 1.071 -0.237
N -2.103 0.188 -0.111
C -3.488 0.593 0.063
C -4.267 -0.719 0.082
H -5.190 -0.640 0.652
C -3.261 -1.685 0.697
H -3.491 -2.728 0.493
C -1.958 -1.244 0.040
H -1.075 -1.478 0.641
H -1.833 -1.723 -0.940
H -3.211 -1.542 1.778
H -4.507 -1.029 -0.935
H -3.805 1.249 -0.752
H -3.611 1.126 1.015
H -2.364 2.801 0.033
H -0.545 4.429 0.071
N 2.045 3.907 -0.145
O 1.753 5.081 0.000
O 3.188 3.494 -0.240
H 2.290 1.326 -0.590
```

Summary:
E_HOMO: -8.3 eV
frontier orbital gap: 8.135 eV

---

Entry 12:
Computed, not measured: a single C2H5N3S2 molecule, with ωB97M-V with the def2-TZVPD basis set.

Geometry as XYZ:
```
12
C2H5N3S2 ωB97M-V with the def2-TZVPD basis set
C -1.530 0.991 -0.497
C -0.206 0.151 -0.702
N -0.069 -1.102 -0.063
N -2.570 0.374 -0.141
N 0.786 -1.095 1.073
S -4.103 0.487 0.140
S -1.395 -2.017 -0.121
H -1.419 2.120 -0.641
H -0.126 0.096 -1.750
H 0.613 0.793 -0.221
H 1.688 -1.300 0.750
H 0.525 -1.734 1.808
```

Summary:
E_HOMO (alpha / beta): -8.1 / -7.7 eV
frontier orbital gap (alpha / beta): 7.516 / 6.604 eV

---

Entry 13:
Computed, not measured: 3 unconnected molecules or ions with the total composition C5H8N2O3, with ωB97M-V with the def2-TZVPD basis set.

Geometry as XYZ:
```
18
C5H8N2O3 ωB97M-V with the def2-TZVPD basis set
O -0.418 -0.623 -2.401
C -1.077 -0.872 -1.186
C -1.313 0.300 -0.242
C -1.354 -0.090 1.257
O -0.085 0.392 1.757
C 0.447 1.144 0.780
N -0.251 1.315 -0.268
C 1.937 1.144 0.778
N 2.717 1.570 -0.071
H -0.082 0.275 -2.469
H -2.047 -1.333 -1.418
H -0.531 -1.675 -0.659
H -2.241 0.799 -0.559
H -2.172 0.369 1.821
H -1.372 -1.179 1.403
O 2.620 -0.662 0.609
H 2.099 -1.069 1.313
H 3.124 0.196 -0.446
```

Summary:
E_HOMO (alpha / beta): -9.8 / -9.8 eV
frontier orbital gap (alpha / beta): 9.192 / 9.191 eV

---

no.,calculated total energy (a.u.)
1,-4252.38113
2,-307.66737
3,-5101.44156
4,-592.63989
5,-355.59015
6,-327.08785
7,-135.11254
8,-367.93676
9,-465.82655
10,-3004.02281
11,-992.55873
12,-1039.69926
13,-530.32265